C18H25NO4S as an isolated structure, computed with the ωB97M-V functional and the def2-TZVPD basis.

F_max = 15.696 eV/A
E_tot = -39570.27238 eV
HOMO-LUMO gap = 8.1 eV
HOMO level = -7.5 eV

```
49
C18H25NO4S, DFT the ωB97M-V functional and the def2-TZVPD basis
C 2.059 2.750 0.781
C 1.709 2.844 -0.755
H 2.161 2.146 -1.378
H 1.869 3.792 -1.206
O 0.154 2.586 -0.981
C -0.472 1.491 -1.031
O 0.107 0.461 -1.222
C -1.953 1.682 -1.081
C -2.361 2.349 0.281
C -3.739 2.002 0.656
C -4.014 0.751 0.955
N -3.064 -0.135 0.125
C -2.286 -1.396 0.780
O -2.498 -1.372 2.104
C -1.405 -2.097 -0.046
C -2.030 -3.003 -0.695
C -1.139 -4.060 -1.432
C 0.146 -4.000 -1.142
C 0.862 -2.960 -0.388
C -0.050 -2.074 0.446
S 0.580 -0.946 1.376
C 2.322 -0.989 1.462
C 2.970 -0.562 -0.018
O 3.965 0.307 0.173
C 5.249 -0.118 0.185
H 5.650 -1.088 -0.237
H 5.994 0.330 0.373
H 5.235 -0.498 1.425
H 3.229 -1.596 -0.526
H 2.217 -0.226 -0.573
H 2.748 -1.978 1.555
H 2.774 -0.402 1.927
H 1.845 -3.098 -0.107
H 0.783 -4.804 -1.742
H -1.654 -4.648 -2.185
H -2.984 -2.732 -0.957
C -2.561 0.276 -1.242
H -3.490 0.350 -1.424
H -1.900 -0.375 -1.523
H -5.072 0.348 0.732
H -3.743 0.251 2.158
H -4.250 2.691 1.771
H -4.477 2.317 -0.161
H -2.157 3.253 0.352
H -1.805 1.962 1.107
H -2.123 2.229 -1.795
H 1.730 3.490 1.314
H 1.748 1.690 1.177
H 3.120 2.808 0.630
```

natural (NBO) analysis output, partial charges in e: -0.60 -0.03 0.20 0.20 -0.54 0.82 -0.66 -0.29 -0.39 -0.37 -0.27 -0.49 0.72 -0.62 -0.26 -0.10 -0.24 -0.20 -0.25 -0.19 0.47 -0.56 -0.03 -0.53 -0.19 0.18 0.17 0.10 0.16 0.21 0.22 0.19 0.20 0.21 0.22 0.22 -0.24 0.21 0.23 0.21 0.26 0.19 0.20 0.21 0.21 0.20 0.20 0.22 0.22

---

C18H26AuN4O2S as an isolated structure, computed with the ωB97M-V functional and the def2-TZVPD basis.

F_max = 2.179 eV/A
E_tot = -43661.99691 eV
HOMO-LUMO gap (alpha / beta) = 3.7 / 3.7 eV
HOMO level (alpha / beta) = -10.2 / -10.2 eV
Net charge = +1

```
52
C18H26AuN4O2S, DFT the ωB97M-V functional and the def2-TZVPD basis
Au 0.121 0.237 -0.214
C 2.401 -1.533 2.897
N 2.468 -0.099 2.926
C 2.419 0.714 4.021
C 2.575 1.994 3.594
N 2.712 1.946 2.236
C 2.638 0.661 1.828
S 2.743 0.080 0.243
H 2.276 -1.912 3.906
H 3.321 -1.931 2.467
H 1.570 -1.860 2.270
H 2.285 0.329 5.010
H 2.609 2.910 4.146
H 2.853 2.731 1.617
C -2.572 1.697 -2.669
N -3.093 2.518 -1.622
C -3.831 3.686 -1.985
C -2.457 2.453 -0.352
C -1.044 3.043 -0.353
C -0.963 4.424 -0.203
C 0.264 5.057 -0.238
C 1.402 4.313 -0.487
C 1.314 2.938 -0.636
C 0.095 2.270 -0.508
H -3.284 1.654 -3.494
H -2.393 0.690 -2.292
H -1.617 2.083 -3.055
H -4.558 3.434 -2.757
H -3.184 4.480 -2.380
H -4.362 4.074 -1.117
H -2.399 1.405 -0.051
H -3.058 3.005 0.373
H -1.866 4.996 -0.053
H 0.322 6.123 -0.083
H 2.362 4.800 -0.572
H 2.215 2.385 -0.860
O 0.764 -3.927 -0.316
C 0.498 -2.815 -0.106
N 0.174 -1.721 0.222
C -3.598 -2.206 1.685
C -2.791 -1.544 2.800
C -2.410 -0.206 2.175
O -2.366 -0.402 0.759
C -2.883 -1.697 0.439
H -4.634 -1.867 1.709
H -3.574 -3.291 1.743
H -1.898 -2.134 3.010
H -3.361 -1.411 3.718
H -1.434 0.158 2.508
H -3.161 0.564 2.389
H -2.039 -2.346 0.184
H -3.535 -1.599 -0.430
```

natural (NBO) analysis output, partial charges in e: 1.14 -0.43 -0.28 -0.03 -0.03 -0.46 0.18 0.10 0.23 0.24 0.26 0.25 0.26 0.47 -0.40 -0.45 -0.40 -0.25 0.02 -0.22 -0.19 -0.24 -0.28 -0.30 0.22 0.18 0.17 0.21 0.17 0.20 0.22 0.21 0.22 0.23 0.22 0.22 -0.53 0.79 -0.98 -0.43 -0.43 -0.07 -0.56 -0.08 0.21 0.23 0.21 0.23 0.17 0.19 0.20 0.20

---

A 2-piece molecular cluster, C18H26B2F4NO10S overall, computed with the ωB97M-V functional and the def2-TZVPD basis.

F_max = 3.237 eV/A
E_tot = -64104.92357 eV
HOMO-LUMO gap = 6.8 eV
HOMO level = -11.6 eV
Net charge = +1

```
62
C18H26B2F4NO10S, DFT the ωB97M-V functional and the def2-TZVPD basis
C -4.144 -2.417 -1.041
O -4.314 -1.573 -2.214
B -3.149 -1.581 -3.001
O -3.238 -1.999 -4.329
C -1.740 -1.110 -2.326
C -0.832 -2.219 -2.063
O -1.183 -3.529 -2.354
C 0.492 -1.962 -1.487
C 1.423 -3.176 -1.237
O 2.519 -3.308 -1.694
O 0.895 -4.214 -0.437
S 1.035 -5.663 -1.373
C 0.827 -0.555 -1.232
C 2.238 -0.274 -0.624
C 2.196 -0.316 0.969
O 2.324 -1.722 1.340
C 1.261 -2.139 2.123
O 1.175 -3.277 2.481
C -0.167 0.488 -1.528
B 0.347 2.012 -1.216
C 1.516 2.697 -2.086
O -0.219 2.802 -0.197
N -1.430 0.215 -2.046
C -2.421 1.258 -2.319
C -2.509 1.631 -3.889
C -1.279 1.154 -4.723
F -0.169 2.010 -4.485
H -3.433 -1.979 -0.283
H -3.768 -3.429 -1.356
H -5.155 -2.524 -0.562
H -4.074 -1.638 -4.681
H -1.279 -3.607 -3.324
H 1.049 -5.280 -2.705
H 2.738 0.639 -1.023
H 2.910 -1.134 -0.908
H 3.126 0.172 1.375
H 1.256 0.122 1.389
H 0.404 -1.472 2.437
H 2.448 2.730 -1.455
H 1.254 3.731 -2.430
H 1.746 2.065 -2.986
H -0.443 2.227 0.560
H -2.269 2.228 -1.790
H -3.474 0.965 -2.041
H -3.401 1.069 -4.297
H -2.730 2.716 -4.048
H -1.545 1.316 -5.807
H -1.029 0.069 -4.627
C 3.656 2.260 6.412
C 2.296 1.934 6.993
O 1.241 2.346 6.101
C 0.986 1.531 5.081
O 1.564 0.504 4.858
C -0.181 2.071 4.250
F -0.059 3.381 3.990
F -1.354 1.908 4.882
F -0.292 1.448 3.056
H 3.720 3.320 6.158
H 4.446 2.017 7.123
H 3.836 1.701 5.492
H 2.151 2.488 7.921
H 2.202 0.873 7.233
```

natural (NBO) analysis output, partial charges in e: -0.27 -0.74 1.17 -0.90 -0.14 0.38 -0.68 -0.12 0.77 -0.49 -0.63 0.33 0.13 -0.52 -0.08 -0.51 0.61 -0.52 -0.09 1.02 -1.02 -0.87 -0.27 -0.27 -0.45 0.03 -0.37 0.18 0.20 0.23 0.52 0.51 0.10 0.26 0.28 0.22 0.19 0.13 0.25 0.28 0.25 0.50 0.27 0.26 0.22 0.26 0.20 0.18 -0.64 -0.08 -0.47 0.69 -0.55 0.90 -0.30 -0.30 -0.34 0.22 0.23 0.22 0.21 0.20

---

C18H26BIN2O2Sr as an isolated structure, computed with the ωB97M-V functional and the def2-TZVPD basis.

F_max = 1.951 eV/A
E_tot = -35776.98088 eV
HOMO-LUMO gap (alpha / beta) = 7.3 / 3.9 eV
HOMO level (alpha / beta) = -7.7 / -4.3 eV

```
51
C18H26BIN2O2Sr, DFT the ωB97M-V functional and the def2-TZVPD basis
C 0.932 -2.263 1.950
C -0.176 -0.263 3.623
H 0.107 -1.711 2.442
H 1.556 -2.588 2.818
H 0.399 -3.123 1.528
H -1.251 -0.082 3.539
H 0.190 -1.042 4.332
H 0.446 0.656 3.524
C -2.360 -1.728 -2.282
C -3.166 -2.309 -3.267
C -4.170 -1.530 -3.841
C -4.368 -0.215 -3.398
H -1.596 -2.302 -1.760
H -2.984 -3.336 -3.565
H -4.818 -1.962 -4.608
H -5.165 0.421 -3.796
N -2.505 -0.446 -1.881
C -3.536 0.311 -2.375
C -3.753 1.617 -1.696
N -2.981 1.927 -0.604
C -3.168 3.115 0.030
C -4.987 3.698 -1.446
C -4.183 4.012 -0.346
H -2.501 3.385 0.866
H -4.314 4.930 0.224
C -4.768 2.492 -2.121
H -5.381 2.175 -2.953
H -5.796 4.368 -1.745
Sr -1.204 0.219 0.151
I -3.342 -1.612 1.476
C 4.339 -0.495 -1.093
C 3.713 -1.023 0.189
C 4.755 -1.952 0.831
O 2.534 -1.834 -0.090
B 1.660 -1.381 0.897
O 1.645 0.040 0.997
C 3.132 0.179 1.105
C 3.573 0.010 2.563
C 3.405 1.596 0.633
H 5.302 -0.023 -0.823
H 3.696 0.215 -1.634
H 4.544 -1.343 -1.755
H 4.937 -2.770 0.117
H 5.696 -1.397 0.995
H 4.426 -2.411 1.782
H 4.674 0.065 2.640
H 3.156 0.814 3.195
H 3.287 -0.943 3.042
H 2.913 1.792 -0.329
H 2.974 2.302 1.354
H 4.483 1.748 0.567
```

natural (NBO) analysis output, partial charges in e: -1.07 -0.58 0.26 0.27 0.27 0.20 0.19 0.17 0.06 -0.33 -0.19 -0.22 0.18 0.22 0.21 0.21 -0.68 0.12 0.09 -0.68 0.04 -0.21 -0.33 0.17 0.21 -0.20 0.21 0.21 1.77 -0.86 -0.63 0.24 -0.64 -0.72 1.19 -0.81 0.25 -0.65 -0.63 0.21 0.22 0.23 0.23 0.21 0.22 0.23 0.23 0.22 0.22 0.22 0.22

---

C18H26Br6O8 as an isolated structure, computed with the ωB97M-V functional and the def2-TZVPD basis.

F_max = 11.311 eV/A
E_tot = -455708.16013 eV
HOMO-LUMO gap = 8.3 eV
HOMO level = -8.6 eV

```
58
C18H26Br6O8, DFT the ωB97M-V functional and the def2-TZVPD basis
O -1.592 0.700 5.906
C -1.147 0.620 4.747
O -1.765 1.105 3.686
C -1.133 0.674 2.513
C 0.349 0.586 2.944
C 0.139 0.070 4.414
H -1.280 1.404 1.718
H -1.547 -0.313 2.306
H 0.911 1.505 3.108
H 1.002 0.043 2.260
H 0.802 0.290 5.251
H -0.065 -0.990 4.567
O 1.835 -1.628 2.858
C 0.810 -2.164 2.547
O -0.423 -1.762 2.961
C -1.556 -2.621 2.587
C -1.038 -3.196 1.319
C 0.524 -3.189 1.500
H -2.469 -2.032 2.491
H -1.567 -3.302 3.438
H -1.329 -2.588 0.462
H -1.344 -4.206 1.048
H 0.955 -2.994 0.518
H 0.902 -4.117 1.928
O 1.449 2.283 -4.077
C 1.038 1.169 -4.237
O 1.693 0.166 -4.878
C 0.895 -1.016 -5.010
C -0.151 -0.797 -3.896
C -0.298 0.685 -3.697
H 1.573 -1.818 -4.718
H 0.409 -1.147 -5.976
H 0.137 -1.314 -2.981
H -1.086 -1.253 -4.221
H -0.556 0.957 -2.673
H -1.073 0.984 -4.402
O 0.542 0.219 -1.579
C 1.351 0.463 -0.674
O 2.082 -0.479 -0.195
C 2.832 -0.075 0.889
C 2.612 1.408 1.041
C 1.830 1.789 -0.180
H 3.889 -0.294 0.740
H 2.424 -0.608 1.748
H 3.567 1.934 1.051
H 2.083 1.638 1.966
H 2.548 2.311 -0.813
H 0.967 2.447 -0.076
C -2.289 2.976 -3.624
Br -2.850 4.762 -3.252
Br -0.832 3.011 -4.914
Br -4.000 2.074 -4.320
H -1.847 2.559 -2.719
C -1.652 0.759 -0.288
Br -3.149 1.400 0.862
Br -2.154 0.804 -2.233
Br -1.297 -1.058 0.320
H -0.666 1.164 -0.059
```

natural (NBO) analysis output, partial charges in e: -0.60 0.78 -0.49 -0.13 -0.40 -0.56 0.20 0.20 0.20 0.20 0.25 0.27 -0.58 0.85 -0.56 -0.09 -0.39 -0.55 0.23 0.21 0.17 0.24 0.26 0.25 -0.60 0.82 -0.50 -0.07 -0.44 -0.63 0.19 0.18 0.23 0.20 0.26 0.22 -0.67 0.83 -0.46 -0.11 -0.43 -0.55 0.19 0.24 0.22 0.22 0.28 0.23 -0.48 0.10 0.14 0.04 0.19 -0.48 0.08 0.23 0.15 0.20